[1]
ORCA calculation (ωB97M-V/def2-TZVPD) on C32H29FN8O10OsS as an isolated structure.

Structure (XYZ):
```
82
C32H29FN8O10OsS (ωB97M-V/def2-TZVPD)
Os 0.283 -0.628 2.424
C 0.427 3.839 4.796
N -0.736 3.001 4.513
C -1.908 3.016 5.248
C -2.712 2.067 4.742
N -2.026 1.481 3.684
C -0.812 2.070 3.563
S 0.389 1.686 2.393
C -2.620 0.554 2.783
C -3.924 0.787 2.385
C -4.567 -0.174 1.625
C -3.888 -1.338 1.314
C -2.572 -1.468 1.713
N -1.918 -0.525 2.409
H 0.229 4.863 4.487
H 1.279 3.446 4.249
H 0.629 3.801 5.864
H -2.032 3.658 6.101
H -3.678 1.716 5.058
H -4.415 1.703 2.678
H -5.584 -0.015 1.293
H -4.358 -2.143 0.768
H -1.995 -2.348 1.474
O 4.194 -1.599 2.965
C 3.064 -1.289 3.236
O 2.258 -0.774 2.325
C 2.544 -1.448 4.651
C 3.421 -2.030 5.561
C 3.049 -2.176 6.881
C 1.840 -1.714 7.362
C 0.993 -1.103 6.464
C 1.298 -1.003 5.103
O 0.345 -0.497 4.293
N -0.261 -0.549 6.998
O -0.805 -1.156 7.888
O -0.656 0.506 6.526
N 3.974 -2.837 7.825
O 3.642 -2.863 8.990
O 4.991 -3.304 7.364
H 4.386 -2.369 5.210
H 1.574 -1.812 8.404
C 2.487 -2.609 -4.790
C 1.115 -2.983 -4.254
N 0.745 -2.199 -3.060
C 0.881 -2.759 -1.856
C 0.625 -2.122 -0.670
C 0.716 -2.944 0.562
O 1.165 -4.056 0.576
O 0.165 -2.382 1.635
C 0.230 -0.765 -0.675
O 0.031 -0.059 0.356
C 0.061 -0.154 -1.983
C -0.355 1.176 -2.088
C -0.549 1.743 -3.313
F -0.970 3.021 -3.362
C -0.338 1.034 -4.512
C 0.111 -0.273 -4.402
C 0.304 -0.883 -3.156
N -0.513 1.588 -5.800
C -1.292 0.836 -6.778
C -0.603 0.953 -8.139
N 0.092 2.291 -8.203
C -0.710 3.338 -7.488
C -0.688 3.031 -5.986
H 2.700 -3.188 -5.688
H 3.260 -2.831 -4.055
H 2.554 -1.550 -5.038
H 1.092 -4.028 -3.952
H 0.331 -2.859 -5.000
H 1.222 -3.787 -1.827
H -0.532 1.754 -1.190
H 0.335 -0.818 -5.306
H -2.319 1.217 -6.827
H -1.359 -0.213 -6.507
H -1.312 0.903 -8.963
H 0.163 0.194 -8.283
H 0.272 2.556 -9.172
H 0.997 2.208 -7.735
H -1.710 3.305 -7.916
H -0.278 4.314 -7.696
H -1.612 3.418 -5.553
H 0.145 3.550 -5.515
```

The value obtained for the orbital gap (spin up / spin down) is 7.13 / 6.87 eV. The HOMO energy (spin up / spin down) comes out at -12.733 / -12.704 eV. Its total charge is +2. The value obtained for the total energy is -82052.926 eV. The multiplicity is 1.



[2]
ORCA calculation (ωB97M-V/def2-TZVPD) on C23H42N2O3P2Sn as an isolated structure.

Structure (XYZ):
```
73
C23H42N2O3P2Sn (ωB97M-V/def2-TZVPD)
P 1.282 1.063 -1.431
P -0.979 -0.901 -0.001
C -0.433 0.960 -2.112
C -1.495 0.494 -1.102
H -0.406 0.281 -2.981
H -0.711 1.951 -2.511
H -1.797 1.324 -0.443
H -2.402 0.167 -1.638
C -1.570 -2.389 -0.863
H -1.481 -3.251 -0.190
H -0.974 -2.578 -1.764
H -2.624 -2.252 -1.143
C -1.973 -0.772 1.501
H -3.036 -0.738 1.230
H -1.707 0.131 2.063
H -1.789 -1.651 2.130
C 2.448 1.027 -2.821
H 3.461 1.248 -2.463
H 2.162 1.778 -3.570
H 2.454 0.039 -3.297
C 1.385 2.715 -0.702
H 0.898 2.738 0.282
H 0.915 3.442 -1.382
H 2.443 2.982 -0.570
Sn 1.690 -0.903 0.290
C -4.524 1.601 -2.838
C -4.231 0.466 -3.483
C -4.055 0.324 -4.968
C -3.467 1.548 -5.714
C -2.230 2.158 -5.120
C -2.185 3.104 -4.173
C -3.371 3.800 -3.571
C -4.670 2.965 -3.449
C 3.855 -0.520 0.355
H -4.761 1.577 -1.766
H -4.218 -0.486 -2.936
H -5.024 0.089 -5.445
H -3.417 -0.555 -5.155
H -3.192 1.196 -6.722
H -4.254 2.298 -5.853
H -1.302 1.810 -5.590
H -1.216 3.512 -3.860
H -3.619 4.704 -4.158
H -3.083 4.171 -2.573
H -5.348 3.536 -2.792
H -5.160 2.914 -4.429
H 4.137 -0.379 1.409
H 4.157 0.345 -0.251
H 4.300 -1.449 -0.034
C 4.525 -2.933 3.831
C 3.914 -1.803 4.640
C 2.363 -1.678 4.664
C 1.749 -2.780 5.583
C 2.031 -4.206 5.153
C 2.055 -0.288 5.250
O 2.228 -0.001 6.428
N 1.585 0.698 4.379
C 1.423 0.621 2.988
O 0.980 1.559 2.327
N 1.760 -0.598 2.474
C 1.819 -1.744 3.226
O 1.515 -2.812 2.657
H 4.134 -3.912 4.120
H 5.606 -2.942 4.016
H 4.359 -2.790 2.755
H 4.236 -1.882 5.690
H 4.305 -0.843 4.269
H 2.159 -2.613 6.591
H 0.664 -2.604 5.659
H 2.994 -4.553 5.547
H 1.258 -4.888 5.527
H 2.030 -4.256 4.057
H 1.424 1.616 4.774
```

The value obtained for the orbital gap is 4.63 eV. The HOMO energy comes out at -13.751 eV. Its total charge is +2. The value obtained for the total energy is -58048.718 eV. The multiplicity is 1.



[3]
ORCA calculation (ωB97M-V/def2-TZVPD) on a 2-piece molecular cluster, C2H9NOS overall.

Structure (XYZ):
```
14
C2H9NOS (ωB97M-V/def2-TZVPD)
C 0.379 -0.757 -2.213
S 0.628 -1.178 -3.969
H 0.831 0.323 -2.310
H 1.160 -1.263 -1.586
H -0.590 -1.038 -1.772
H 1.419 -2.256 -3.650
N 0.273 1.435 2.355
C -0.386 0.245 1.943
O -1.470 0.739 1.227
H 0.780 1.834 1.507
H -0.448 2.095 2.782
H -0.484 -0.414 2.856
H 0.180 -0.361 1.191
H -2.270 0.596 1.640
```

The value obtained for the orbital gap is 9.76 eV. The HOMO energy comes out at -9.012 eV. The value obtained for the total energy is -16591.005 eV. As for the SMILES: NCO.CS. The multiplicity is 1.



[4]
ORCA calculation (ωB97M-V/def2-TZVPD) on C17H39Cs2N5O13S2 as an isolated structure.

Structure (XYZ):
```
78
C17H39Cs2N5O13S2 (ωB97M-V/def2-TZVPD)
Cs -3.401 0.619 2.003
Cs -2.089 2.154 -2.255
S -0.528 -0.097 0.123
O -0.613 0.215 1.564
O 0.013 -1.445 -0.028
O -1.870 -0.019 -0.496
O 0.322 0.912 -0.570
C -5.874 -1.868 -2.715
C -4.704 -1.043 -2.230
O -4.418 0.042 -2.755
N -3.989 -1.484 -1.193
C -4.075 -2.768 -0.504
H -5.655 -2.401 -3.636
H -6.652 -1.145 -2.977
H -6.288 -2.495 -1.929
H -3.139 -0.945 -1.018
H -4.189 -3.585 -1.213
H -4.878 -2.735 0.237
H -3.150 -2.930 0.048
C -1.092 3.558 1.624
C 0.292 4.126 1.390
O 0.660 5.084 2.051
N 1.040 3.550 0.422
C 2.411 4.006 0.243
H -1.076 3.027 2.577
H -1.468 2.951 0.794
H -1.793 4.387 1.726
H 0.714 2.639 0.110
H 2.393 5.091 0.186
H 2.827 3.619 -0.685
H 3.031 3.648 1.065
C -0.288 0.953 6.605
C -0.657 0.732 5.157
O -1.844 0.715 4.813
N 0.341 0.632 4.268
C 1.749 0.817 4.560
H 0.250 1.900 6.690
H 0.377 0.189 7.009
H -1.198 0.989 7.195
H 0.055 0.580 3.295
H 1.953 1.759 5.076
H 2.298 0.811 3.625
H 2.144 0.035 5.211
C 1.533 2.736 -3.407
C 1.903 1.342 -3.867
O 2.498 1.191 -4.921
N 1.539 0.324 -3.064
C 1.869 -1.044 -3.375
H 2.487 3.217 -3.184
H 0.848 2.830 -2.561
H 1.094 3.297 -4.232
H 1.124 0.502 -2.153
H 1.207 -1.445 -4.148
H 1.729 -1.700 -2.513
H 2.904 -1.183 -3.688
C -0.115 -4.606 -0.904
C -0.755 -4.162 -2.213
O -1.027 -4.964 -3.093
N -1.002 -2.841 -2.310
C -1.626 -2.307 -3.499
H 0.264 -5.617 -1.024
H -0.854 -4.535 -0.106
H 0.742 -3.984 -0.637
H -0.738 -2.224 -1.548
H -2.642 -2.691 -3.629
H -1.062 -2.562 -4.397
H -1.715 -1.224 -3.420
C 2.864 -0.883 0.938
C 3.421 0.403 0.294
O 4.776 0.552 0.750
S 5.053 -0.431 2.001
O 4.644 0.248 3.187
O 6.345 -1.014 1.934
O 3.955 -1.535 1.585
H 2.401 -1.534 0.206
H 2.115 -0.604 1.681
H 2.854 1.264 0.650
H 3.422 0.409 -0.794
```

The value obtained for the orbital gap is 8.28 eV. The HOMO energy comes out at -9.250 eV. The value obtained for the total energy is -75101.782 eV. The multiplicity is 1.